# 1
Formula: C2H4O2S
Source: the Open Molecules 2025 dataset
Level of theory: ωB97M-V/def2-TZVPD

SMILES string ... C=[S@@]1(=O)CO1
Total charge ... 0
Lowest unoccupied orbital energy (spin up / spin down) ... -0.33 / -0.33 eV
HOMO energy (spin up / spin down) ... -8.77 / -8.77 eV
Energy relative to the best compared isomer or geometry (same formula, charge and spin) ... 5.906 eV
Kohn-Sham gap (spin up / spin down) ... 8.43 / 8.43 eV

Structure (XYZ):
```
9
Properties=species:S:1:pos:R:3:nbo_charge:R:1
C 0.4313 -0.9241 1.5876 -0.86
C -0.7942 0.8701 -1.0847 -0.25
O -0.1224 1.4820 0.0324 -0.67
O 1.6330 -0.2273 -0.5360 -0.91
S 0.3614 -0.0989 0.0406 1.85
H -0.5080 -1.4377 1.7404 0.20
H 1.2231 -1.5462 1.4530 0.22
H -0.3330 0.8684 -2.1549 0.21
H -1.8911 1.0136 -1.0784 0.21
```

# 2
Formula: C6H11NOS
Source: the Open Molecules 2025 dataset
Level of theory: ωB97M-V/def2-TZVPD

SMILES string ... CC[C@]1(C)NC(=O)CS1
Total charge ... 0
Lowest unoccupied orbital energy ... 0.70 eV
HOMO energy ... -8.84 eV
Energy relative to the best compared isomer or geometry (same formula, charge and spin) ... 1.551 eV
Kohn-Sham gap ... 9.53 eV

Structure (XYZ):
```
20
Properties=species:S:1:pos:R:3:nbo_charge:R:1
C 0.9261 -0.4097 1.8110 0.66
C 0.8350 1.1201 1.8414 -0.61
C 0.1944 0.0894 -0.7207 0.11
C 1.2909 0.0233 -1.8446 -0.66
C -2.1088 -0.2616 0.0767 -0.63
C -1.2515 -0.2689 -1.1679 -0.47
N 0.6579 -0.9311 0.6290 -0.64
O 1.1942 -1.0417 2.7826 -0.59
S 0.4195 1.6603 0.1755 0.16
H 0.1579 1.6031 2.4706 0.24
H 1.7462 1.5518 2.0187 0.23
H 1.6352 1.1063 -1.9859 0.25
H 0.8330 -0.4327 -2.7667 0.21
H 2.0701 -0.6351 -1.4488 0.23
H -3.1846 -0.6699 -0.0751 0.22
H -2.1237 0.7371 0.5273 0.23
H -1.7571 -0.9917 0.8531 0.23
H -1.6825 0.5702 -1.7949 0.23
H -1.0089 -1.1309 -1.7349 0.22
H 1.1567 -1.6883 0.3534 0.39
```

# 3
Formula: C15H28BrInO11
Source: the Open Molecules 2025 dataset
Level of theory: ωB97M-V/def2-TZVPD

Total charge ... -2
Lowest unoccupied orbital energy ... 3.90 eV
HOMO energy ... -0.03 eV
Kohn-Sham gap ... 3.93 eV

Structure (XYZ):
```
56
Properties=species:S:1:pos:R:3:lowdin_charge:R:1
C -5.4438 -1.6510 0.3802 -0.21
C -4.2318 -2.3110 0.1447 -0.30
In -2.1656 -1.4654 0.4468 0.25
Br -2.0883 1.1463 0.7365 -0.17
C -1.2388 -2.4867 2.2283 -0.72
O -0.2757 -1.9477 2.8602 -0.22
O -1.7360 -3.7161 2.6455 -0.33
H -5.5199 -0.6392 0.8807 0.02
H -6.4161 -2.1600 0.0723 0.01
H -4.3203 -3.3924 -0.2056 0.01
H -1.1806 -1.8659 -0.9937 -0.12
C 0.2088 8.2326 2.2771 -0.07
C 0.1575 7.2495 1.1236 -0.23
O 0.8676 6.0509 1.4413 0.01
C 0.2038 5.1796 2.2208 -0.60
O -0.9112 5.3254 2.6506 0.12
O 1.0048 4.1367 2.4500 0.00
C 0.4504 3.1552 3.3342 -0.03
H 1.2427 8.4124 2.5826 0.08
H -0.2490 9.1834 1.9951 0.07
H -0.3187 7.8425 3.1495 0.07
H 0.6527 7.6831 0.2523 0.12
H -0.8710 7.0244 0.8319 0.13
H -0.5350 2.8293 2.9982 0.07
H 0.3983 3.5553 4.3494 0.09
H 1.1142 2.2920 3.3356 0.10
C 0.8905 4.2655 -1.9428 -0.06
C 1.1622 2.8384 -1.5081 -0.20
O 0.5375 1.9081 -2.3999 0.05
C 1.1811 1.6865 -3.5454 -0.59
O 2.2284 2.1854 -3.8857 0.10
O 0.4538 0.8256 -4.2710 0.01
C 0.9925 0.5597 -5.5600 -0.06
H -0.1832 4.4322 -2.0603 0.08
H 1.2825 4.9731 -1.2090 0.07
H 1.3547 4.4786 -2.9089 0.07
H 0.7248 2.6696 -0.5225 0.11
H 2.2331 2.6389 -1.4253 0.12
H 2.0355 0.2453 -5.4971 0.09
H 0.8955 1.4432 -6.1951 0.09
H 0.4131 -0.2513 -6.0007 0.09
C 0.8312 -4.8722 1.6209 -0.07
C 1.0900 -6.2979 2.0628 -0.20
O 0.4545 -7.2422 1.1780 0.04
C 1.0939 -7.4854 0.0365 -0.60
O 2.1442 -7.0065 -0.3133 0.11
O 0.3543 -8.3534 -0.6791 -0.01
C 0.8909 -8.6398 -1.9646 -0.07
H -0.2391 -4.6889 1.5069 0.05
H 1.2301 -4.1666 2.3509 0.08
H 1.2974 -4.6679 0.6526 0.08
H 0.6528 -6.4549 3.0506 0.12
H 2.1608 -6.5088 2.1455 0.11
H 1.9318 -8.9616 -1.8976 0.09
H 0.8011 -7.7638 -2.6101 0.10
H 0.3048 -9.4518 -2.3961 0.08
```

# 4
Formula: C4H7N3O2
Source: the Open Molecules 2025 dataset
Level of theory: ωB97M-V/def2-TZVPD

Total charge ... 0
Lowest unoccupied orbital energy ... 0.65 eV
HOMO energy ... -9.00 eV
Energy relative to the best compared isomer or geometry (same formula, charge and spin) ... 7.547 eV
Kohn-Sham gap ... 9.65 eV

Structure (XYZ):
```
16
Properties=species:S:1:pos:R:3:nbo_charge:R:1
C 1.3551 -1.3024 1.2487 -0.61
C 1.0048 -0.8932 -0.2713 -0.16
C 0.0149 1.5654 0.3077 0.20
C -0.4537 -0.7030 -0.3206 0.64
H 2.3480 -1.6740 1.2969 0.21
H 1.3356 0.0600 1.6445 0.20
H 0.6779 -2.0394 1.7536 0.24
H 0.8809 -1.8824 -0.9837 0.26
H 2.2879 0.6100 -1.8191 0.43
H -0.3318 2.3716 0.8025 0.21
H -2.6592 -0.0505 -0.0653 0.53
N 1.3685 0.3508 -0.9536 -0.53
N 1.2144 1.5833 -0.1313 -0.26
N -0.8120 0.4783 0.1272 -0.15
O -2.0844 0.6732 0.4654 -0.54
O -1.4735 -1.4585 -0.6794 -0.67
```

# 5
Formula: C11H13N3O5PSc
Source: the Open Molecules 2025 dataset
Level of theory: ωB97M-V/def2-TZVPD

Total charge ... +2
Lowest unoccupied orbital energy (spin up / spin down) ... -10.26 / -10.35 eV
HOMO energy (spin up / spin down) ... -15.33 / -15.34 eV
Energy relative to the best compared isomer or geometry (same formula, charge and spin) ... 1.797 eV
Kohn-Sham gap (spin up / spin down) ... 5.07 / 4.98 eV

Structure (XYZ):
```
34
Properties=species:S:1:pos:R:3:nbo_charge:R:1
O -1.0506 -0.0390 -1.5762 -0.53
C 0.0330 0.0839 -0.8392 -0.02
Sc -1.5462 0.2106 0.5870 1.58
C 0.4557 -1.2528 1.2039 0.34
O 0.9687 -1.5739 2.2397 -0.26
C 1.3272 0.9939 -1.6249 0.41
O 1.6114 2.1409 -1.4314 -0.44
C -2.3006 2.2281 0.3369 0.43
O -2.8596 3.2499 0.2937 -0.28
C 0.7176 -1.1597 -0.2616 0.34
O 1.3084 -2.0575 -0.8326 -0.28
H 1.8925 0.4840 -2.4103 0.21
C 0.0233 4.4421 3.6923 -0.09
N -0.0451 3.0746 4.2524 -0.40
C 1.3254 2.6104 4.5563 -0.08
N 2.2100 2.6421 3.3654 -0.39
C 2.2338 4.0203 2.8294 -0.09
N 0.8834 4.5248 2.4852 -0.39
C 0.3204 3.7702 1.3555 -0.50
P 0.0931 1.9580 1.6759 0.60
C -0.7347 2.1437 3.3583 -0.50
C 1.8100 1.6678 2.3542 -0.48
H 0.4616 5.0965 4.4593 0.24
H -0.9893 4.7802 3.4378 0.22
H 1.2882 1.5850 4.9445 0.22
H 1.7595 3.2893 5.3026 0.24
H 2.8681 4.0512 1.9338 0.22
H 2.6453 4.6715 3.6116 0.24
H -0.6320 4.2086 1.0516 0.23
H 1.0003 3.8372 0.4974 0.27
H -0.7483 1.1405 3.8134 0.23
H -1.7683 2.4740 3.1895 0.23
H 2.4959 1.6994 1.4976 0.25
H 1.8414 0.6533 2.7659 0.24
```

# 6
Formula: C5H14NS
Source: the Open Molecules 2025 dataset
Level of theory: ωB97M-V/def2-TZVPD

Total charge ... 0
Lowest unoccupied orbital energy (spin up / spin down) ... 1.05 / -1.95 eV
HOMO energy (spin up / spin down) ... -8.46 / -8.47 eV
Energy relative to the best compared isomer or geometry (same formula, charge and spin) ... 1.015 eV
Kohn-Sham gap (spin up / spin down) ... 9.51 / 6.52 eV
2S+1 ... 2

Structure (XYZ):
```
21
Properties=species:S:1:pos:R:3:lowdin_spin:R:1
C -1.4321 3.4717 0.4420 0.02
C -0.4206 2.9746 -0.5488 0.01
C -0.5412 1.4794 -0.7665 0.09
S 0.0052 0.4813 0.6374 0.79
H -2.4847 3.4812 -0.0222 0.00
H -1.2567 4.4503 0.8874 0.00
H -1.3422 2.7950 1.3224 0.01
H -0.4960 3.6181 -1.5041 0.00
H 0.6300 3.1442 -0.2212 0.00
H 0.1576 1.2843 -1.6367 0.03
H -1.5740 1.2298 -1.0947 0.00
C 1.9323 -2.5695 0.2303 0.01
N 0.9469 -3.2638 -0.5028 0.00
C -0.4650 -2.9049 -0.1819 0.01
H 1.8496 -1.4741 0.0914 0.02
H 1.8311 -2.6688 1.3237 0.00
H 2.9903 -2.8106 -0.0771 0.00
H 1.1832 -4.2679 -0.4899 0.00
H -0.8499 -3.1567 0.8582 0.00
H -1.2259 -3.3575 -0.8888 0.00
H -0.5642 -1.8294 -0.2780 0.00
```

Q: Which value of total charge does entry 4 give?
A: 0

Please write out number 3 again, unchanged.
Formula: C15H28BrInO11
Source: the Open Molecules 2025 dataset
Level of theory: ωB97M-V/def2-TZVPD

Total charge ... -2
Lowest unoccupied orbital energy ... 3.90 eV
HOMO energy ... -0.03 eV
Kohn-Sham gap ... 3.93 eV

Structure (XYZ):
```
56
Properties=species:S:1:pos:R:3:lowdin_charge:R:1
C -5.4438 -1.6510 0.3802 -0.21
C -4.2318 -2.3110 0.1447 -0.30
In -2.1656 -1.4654 0.4468 0.25
Br -2.0883 1.1463 0.7365 -0.17
C -1.2388 -2.4867 2.2283 -0.72
O -0.2757 -1.9477 2.8602 -0.22
O -1.7360 -3.7161 2.6455 -0.33
H -5.5199 -0.6392 0.8807 0.02
H -6.4161 -2.1600 0.0723 0.01
H -4.3203 -3.3924 -0.2056 0.01
H -1.1806 -1.8659 -0.9937 -0.12
C 0.2088 8.2326 2.2771 -0.07
C 0.1575 7.2495 1.1236 -0.23
O 0.8676 6.0509 1.4413 0.01
C 0.2038 5.1796 2.2208 -0.60
O -0.9112 5.3254 2.6506 0.12
O 1.0048 4.1367 2.4500 0.00
C 0.4504 3.1552 3.3342 -0.03
H 1.2427 8.4124 2.5826 0.08
H -0.2490 9.1834 1.9951 0.07
H -0.3187 7.8425 3.1495 0.07
H 0.6527 7.6831 0.2523 0.12
H -0.8710 7.0244 0.8319 0.13
H -0.5350 2.8293 2.9982 0.07
H 0.3983 3.5553 4.3494 0.09
H 1.1142 2.2920 3.3356 0.10
C 0.8905 4.2655 -1.9428 -0.06
C 1.1622 2.8384 -1.5081 -0.20
O 0.5375 1.9081 -2.3999 0.05
C 1.1811 1.6865 -3.5454 -0.59
O 2.2284 2.1854 -3.8857 0.10
O 0.4538 0.8256 -4.2710 0.01
C 0.9925 0.5597 -5.5600 -0.06
H -0.1832 4.4322 -2.0603 0.08
H 1.2825 4.9731 -1.2090 0.07
H 1.3547 4.4786 -2.9089 0.07
H 0.7248 2.6696 -0.5225 0.11
H 2.2331 2.6389 -1.4253 0.12
H 2.0355 0.2453 -5.4971 0.09
H 0.8955 1.4432 -6.1951 0.09
H 0.4131 -0.2513 -6.0007 0.09
C 0.8312 -4.8722 1.6209 -0.07
C 1.0900 -6.2979 2.0628 -0.20
O 0.4545 -7.2422 1.1780 0.04
C 1.0939 -7.4854 0.0365 -0.60
O 2.1442 -7.0065 -0.3133 0.11
O 0.3543 -8.3534 -0.6791 -0.01
C 0.8909 -8.6398 -1.9646 -0.07
H -0.2391 -4.6889 1.5069 0.05
H 1.2301 -4.1666 2.3509 0.08
H 1.2974 -4.6679 0.6526 0.08
H 0.6528 -6.4549 3.0506 0.12
H 2.1608 -6.5088 2.1455 0.11
H 1.9318 -8.9616 -1.8976 0.09
H 0.8011 -7.7638 -2.6101 0.10
H 0.3048 -9.4518 -2.3961 0.08
```

Q: total charge of number 3 (C15H28BrInO11)?
A: -2

Q: What is the total charge in the sixth record?
A: 0